Entry 1:
73
Properties=species:S:1:pos:R:3:forces:R:3:mulliken_charge:R:1 method="wB97M-V/def2-TZVPD" e_above_lowest_ev=0.438 total_charge=+2 e_tot_ha=-9575.797445 spin_multiplicity=1 orbital_gap_ev=5.806
Pt 0.007689 0.371523 0.471802 -0.01 0.48 0.00 2.48
C 2.026620 2.478768 -1.924048 -0.09 0.23 0.08 -1.20
As 0.841038 2.482617 -0.409479 0.03 -0.17 0.02 0.71
C 1.826946 3.565174 0.854904 -0.13 0.17 -0.16 -1.28
C -0.661970 3.573153 -1.017381 0.21 0.07 0.17 -1.40
C -2.007970 3.554859 -0.262523 0.39 0.09 0.06 2.52
C -2.871890 2.391947 -0.741150 -0.15 -0.03 -0.05 -1.75
C -1.755554 3.467986 1.247410 0.03 -0.12 0.06 -1.54
As -1.371218 1.682100 1.926002 0.20 0.11 0.17 0.36
C -3.074772 0.851990 2.275198 0.11 0.05 -0.03 -1.29
C -0.563550 1.939869 3.653926 -0.18 0.14 -0.01 -1.24
C -2.744429 4.867184 -0.595616 -0.20 0.05 -0.07 -2.26
As -2.350754 6.725146 0.052711 0.10 -0.18 0.07 0.34
C -0.391208 6.752097 0.271994 0.01 0.11 -0.02 -1.02
C -2.799520 6.553199 1.961882 -0.07 0.08 -0.02 -1.03
H 2.261458 3.535946 -2.073095 0.06 -0.06 -0.03 0.57
H 1.521613 2.088855 -2.799122 0.00 -0.07 -0.02 0.29
H 2.929577 1.915294 -1.712496 -0.01 -0.05 0.01 0.45
H 1.977159 4.524286 0.355609 0.01 -0.01 0.05 0.55
H 2.791761 3.110109 1.056406 0.00 -0.01 -0.01 0.49
H 1.292023 3.734411 1.785893 0.02 -0.06 0.00 0.30
H -0.788914 3.331981 -2.073190 -0.09 -0.05 0.01 0.56
H -0.224034 4.572993 -0.949484 -0.08 -0.02 -0.10 0.29
H -2.386241 1.414410 -0.647325 0.01 0.02 0.01 0.16
H -3.109598 2.508480 -1.798560 0.01 -0.01 -0.01 0.56
H -3.818379 2.368202 -0.196805 0.01 0.00 0.00 0.37
H -2.640773 3.745613 1.828017 -0.04 0.00 -0.11 1.00
H -0.954625 4.137762 1.563155 -0.01 -0.04 0.02 -0.02
H -3.700519 1.655755 2.667084 -0.03 -0.06 0.01 0.58
H -2.949569 0.074089 3.023392 0.01 -0.01 -0.01 0.47
H -3.504741 0.443611 1.367157 0.02 0.01 -0.02 0.25
H -1.287647 2.539532 4.211092 0.06 -0.02 0.05 0.55
H 0.372040 2.487124 3.577656 0.01 -0.04 -0.02 0.34
H -0.411933 0.992296 4.163857 0.01 -0.03 -0.05 0.45
H -3.795682 4.742327 -0.311775 0.02 0.03 0.01 0.64
H -2.761409 4.953570 -1.686606 0.00 0.04 0.03 0.50
H 0.108361 6.697343 -0.695972 0.00 -0.02 0.00 0.36
H 0.002737 5.993168 0.949719 -0.01 -0.03 -0.02 0.12
H -0.143751 7.727040 0.694019 -0.03 -0.02 0.01 0.48
H -3.814164 6.167314 2.068150 0.01 -0.03 -0.01 0.33
H -2.798738 7.559107 2.382030 0.02 -0.01 -0.02 0.42
H -2.105681 5.948638 2.544235 0.03 -0.03 -0.02 0.21
F 1.699861 -4.440085 -2.642864 0.01 0.03 0.04 -0.19
C 2.060022 -3.734640 -1.586150 -0.06 -0.05 -0.09 0.53
F 2.897972 -2.771683 -1.951645 -0.02 0.00 0.00 -0.17
F 2.636734 -4.512992 -0.687180 -0.02 0.04 0.00 -0.18
S 0.549696 -2.984034 -0.818633 0.00 -0.27 0.19 1.02
O 1.052570 -2.074024 0.200804 0.29 -0.25 0.25 -0.81
O -0.264606 -4.072815 -0.392553 0.00 0.02 0.00 -0.66
N -0.189859 -2.171915 -1.947419 -0.13 0.02 -0.61 -0.39
S 0.198336 -0.710402 -2.292113 -0.10 -0.24 0.32 0.87
O -0.892287 0.225060 -2.039208 -0.16 0.06 0.15 -0.63
O 1.425081 -0.258382 -1.651015 0.24 0.21 -0.02 -0.61
C 0.475445 -0.731739 -4.122553 -0.05 -0.03 0.00 0.44
F 1.441115 -1.584594 -4.392511 0.01 0.00 0.02 -0.16
F 0.831920 0.493121 -4.496273 0.00 0.03 0.03 -0.19
F -0.640382 -1.081554 -4.723633 0.00 0.01 0.01 -0.17
C -1.827111 -4.386782 2.559929 -0.01 -0.09 -0.03 -1.04
N -2.073109 -3.141878 1.826185 0.12 0.10 -0.02 0.40
C -3.245167 -3.061242 0.958255 -0.14 0.01 0.00 -0.90
C -1.172764 -2.206224 1.810453 0.04 -0.11 -0.04 -0.19
O -1.330095 -1.126128 1.153961 -0.13 -0.10 -0.15 -0.99
H -2.220809 -5.213038 1.974129 0.03 -0.01 -0.02 0.42
H -2.320652 -4.363026 3.530155 -0.02 -0.01 -0.02 0.35
H -0.757422 -4.536893 2.679362 0.00 0.02 0.06 0.41
H -3.974960 -3.793185 1.290301 0.01 -0.01 0.00 0.53
H -2.947775 -3.276987 -0.069089 -0.01 0.00 0.02 0.28
H -3.688777 -2.071033 1.011393 0.02 0.02 -0.02 0.18
H -0.272890 -2.388558 2.389985 0.01 0.00 0.01 0.40
F 1.090542 -0.629647 2.840383 0.03 0.06 0.08 -0.20
C 1.539582 0.074392 1.808678 -0.27 0.12 -0.38 -0.57
F 2.106385 1.186222 2.262841 -0.07 -0.08 0.10 -0.21
H 2.200595 -0.508799 1.160788 0.11 0.00 0.10 0.76



Entry 2:
21
Properties=species:S:1:pos:R:3:forces:R:3:mulliken_charge:R:1 method="wB97M-V/def2-TZVPD" s_squared=12.0112 e_above_lowest_ev=3.256 total_charge=-1 e_tot_ha=-1835.748466 spin_multiplicity=7 orbital_gap_ev="5.813 / 6.501"
O 0.771021 1.991772 0.737395 0.92 2.13 -0.91 -0.05
O -0.634357 1.338280 2.295396 -0.46 1.46 -0.26 -0.48
C 0.034528 1.017545 1.283287 1.81 -0.22 2.87 0.03
C 2.135440 2.134582 1.143632 -0.56 -0.21 0.16 -0.12
C 2.917885 2.800606 0.034481 0.13 0.11 -0.17 -1.11
H 2.162081 2.743739 2.059096 0.08 -0.12 -0.11 0.20
H 2.549882 1.147426 1.391220 -0.09 0.04 -0.10 0.33
H 2.540000 3.814324 -0.157154 0.06 -0.27 0.02 0.26
H 3.974108 2.875396 0.327759 -0.18 0.02 -0.06 0.35
H 2.860224 2.221809 -0.897315 -0.05 0.13 0.28 0.29
C -1.436372 -2.025837 -0.073955 1.13 1.84 -2.42 0.10
C -2.797699 -2.172033 -0.772800 -0.34 0.60 0.06 -0.32
O -2.506097 -2.320080 -2.169849 -0.76 -0.22 0.23 -0.35
C -1.187068 -2.409699 -2.359370 0.80 1.59 -0.88 0.68
O -0.521992 -2.332538 -1.223970 -0.14 -0.27 0.75 -0.36
O -0.681121 -2.381821 -3.456269 -0.28 -0.75 0.42 -0.62
O -0.998851 -0.504005 0.277554 -2.97 -6.73 -2.08 -0.61
H -1.286328 -2.974854 0.479325 0.29 1.38 1.10 0.45
H -3.411627 -1.270216 -0.645206 0.20 -0.27 -0.04 0.19
H -3.364032 -3.052022 -0.443419 0.14 0.12 0.01 0.27
Mn -1.119626 -0.642374 2.170161 0.26 -0.35 1.14 -0.14



Entry 3:
13
Properties=species:S:1:pos:R:3:forces:R:3:mulliken_charge:R:1 method="wB97M-V/def2-TZVPD" e_above_lowest_ev=1.508 smiles="C[C@H]1C=NN=P1.[H][H]" e_tot_ha=-569.236100 spin_multiplicity=1 orbital_gap_ev=9.095
C 0.602456 1.375281 -0.235056 0.98 0.86 -0.67 -0.27
C -0.110669 0.231018 -0.882736 -0.07 0.19 2.12 0.07
C -1.518002 0.055421 -0.256945 2.27 -5.73 -3.30 -1.25
N 1.826737 1.218548 0.086816 0.70 -0.93 0.29 -0.33
N 2.289060 -0.064693 -0.226326 1.11 0.03 0.09 -0.24
P 1.266430 -1.094206 -0.825827 -1.07 0.44 0.27 0.16
H 0.408339 2.422934 0.033438 -1.48 -0.51 -0.48 0.43
H 0.475744 -2.073584 2.696236 0.04 -0.01 0.32 0.20
H -0.144394 0.226832 -1.953396 -0.29 0.75 -1.01 0.36
H -1.795025 -1.078374 -0.601580 -0.16 2.87 0.81 0.26
H -2.166687 0.763928 -0.561666 -2.32 2.09 -1.37 0.42
H -1.501371 0.038704 0.754315 0.34 -0.07 3.23 0.41
H 0.367380 -2.021803 1.972724 -0.05 0.02 -0.30 -0.21



Entry 4:
9
Properties=species:S:1:pos:R:3:forces:R:3:mulliken_charge:R:1 method="wB97M-V/def2-TZVPD" s_squared=2.0089 e_above_lowest_ev=3.415 e_tot_ha=-1111.345591 spin_multiplicity=3 orbital_gap_ev="7.200 / 8.070"
C -1.481969 0.260911 -0.746904 0.95 -0.67 0.80 0.13
C -0.122889 -0.225956 -2.958930 0.18 -0.12 0.45 -0.01
C -0.162838 -0.166816 -0.271909 -0.01 -1.66 -0.73 -0.56
F -1.516463 1.544988 -0.666660 -1.44 2.37 -0.42 -0.19
F 0.132159 0.202806 -4.156999 0.19 0.05 -1.14 -0.10
S 0.723883 -1.689103 -2.660246 0.05 0.30 -1.02 -0.01
S 0.256125 -1.849298 -0.692730 0.19 -0.53 0.47 -0.02
H 0.591621 0.574989 -0.463890 0.42 0.32 -1.05 0.38
H -0.023371 -0.273791 0.750621 -0.53 -0.08 2.64 0.38



Entry 5:
8
Properties=species:S:1:pos:R:3:forces:R:3:mulliken_charge:R:1 method="wB97M-V/def2-TZVPD" e_above_lowest_ev=1.793 smiles="ClP=[PH2]PCl" e_tot_ha=-1946.188690 spin_multiplicity=1 orbital_gap_ev=7.323
P 0.299449 0.343897 0.636765 -0.56 0.35 -2.07 -0.02
P -1.617986 0.032330 -0.764979 1.32 -1.76 0.33 0.08
P 1.109039 -1.300904 1.663807 -0.44 0.86 0.94 0.01
Cl 2.078680 -2.491360 0.368688 0.43 -0.54 -1.01 -0.22
Cl -1.943903 1.608747 -2.021289 0.49 0.18 -0.07 -0.18
H 0.763683 1.556769 0.041279 0.75 -0.59 -0.57 0.11
H 0.048080 1.139343 1.695419 -1.03 0.18 1.57 0.10
H -0.737041 -0.888821 -1.619690 -0.97 1.31 0.87 0.11